Record 1
C34H35FN7O3Y | ωB97M-V with the def2-TZVPD basis set

CARTESIAN COORDINATES (ANGSTROEM)
Y1 -0.57240 0.49816 0.81137
O1 -1.51137 -3.26073 4.47847
C1 -0.17260 -3.29495 4.49970
C2 0.43507 -4.40361 5.09361
C3 1.80870 -4.49088 5.17929
C4 2.61643 -3.47168 4.67747
C5 2.01995 -2.38830 4.06479
C6 0.63174 -2.28288 3.94412
C7 0.05688 -1.12406 3.22254
O2 0.81282 -0.46122 2.39311
N1 -1.20784 -0.85923 3.46639
N2 -1.65719 0.22966 2.73242
C8 -2.70557 0.86271 3.10617
C9 -3.09658 2.12763 2.50500
C10 -4.35354 2.65356 2.83647
C11 -4.75576 3.89395 2.39700
C12 -3.87004 4.65719 1.63181
C13 -2.61955 4.17970 1.30500
C14 -2.20421 2.89848 1.70440
O3 -1.02157 2.44796 1.34433
H1 -1.76959 -2.37753 4.11811
H2 -0.20736 -5.17869 5.49318
H3 2.25814 -5.35527 5.65356
H4 3.69361 -3.52522 4.77197
H5 2.62498 -1.57633 3.68535
H6 -3.28708 0.48709 3.94964
H7 -5.01525 2.05753 3.45634
H8 -5.73443 4.27815 2.65273
H9 -4.16722 5.64227 1.29240
H10 -1.92925 4.76473 0.70992
C15 -1.79520 -1.59228 -2.78208
C16 -0.47595 -1.50957 -3.54396
C17 -0.68512 -0.77255 -4.87582
C18 0.81824 -1.03499 -2.85575
C19 1.93387 -1.75723 -3.28204
C20 3.22433 -1.43741 -2.90682
C21 3.42358 -0.33955 -2.09608
C22 2.35678 0.42044 -1.62240
C23 2.76220 1.68314 -0.86351
C24 2.18221 1.92123 0.52893
C25 2.53456 2.93353 -1.71848
C26 1.02888 0.05908 -1.96195
N3 -0.04332 0.73629 -1.32098
C27 -0.86921 1.58516 -2.01766
C28 -0.53621 2.26392 -3.20074
C29 -1.40752 3.16932 -3.78494
C30 -2.65225 3.43332 -3.22795
C31 -3.03804 2.74501 -2.08379
C32 -2.16285 1.84339 -1.54033
F1 -2.59039 1.08720 -0.44405
H11 -2.55144 -1.99616 -3.46119
H12 -2.15401 -0.62852 -2.44065
H13 -1.73074 -2.25532 -1.92707
H14 -0.24656 -2.54375 -3.81646
H15 -1.08709 0.22522 -4.72118
H16 -1.39764 -1.32654 -5.49228
H17 0.25096 -0.68354 -5.43227
H18 1.77370 -2.59896 -3.94877
H19 4.06358 -2.02057 -3.26875
H20 4.43397 -0.04414 -1.83027
H21 3.84153 1.58215 -0.72566
H22 1.15290 2.26874 0.45239
H23 2.72176 2.73692 1.01238
H24 2.26032 1.04970 1.18323
H25 1.46801 3.13602 -1.82648
H26 2.96488 2.81530 -2.71460
H27 2.99509 3.80508 -1.24630
H28 0.43179 2.06795 -3.64660
H29 -1.10588 3.68117 -4.69094
H30 -3.32313 4.15076 -3.68014
H31 -4.00874 2.88505 -1.62550
N4 2.66390 -2.12962 0.80964
C33 2.16602 -3.17766 0.15503
N5 3.01259 -4.08352 -0.36454
N6 0.87391 -3.40918 -0.01555
C34 -0.01403 -2.51342 0.27985
N7 -0.90451 -1.78093 0.45411
H32 3.65650 -2.02841 0.91566
H33 2.05903 -1.57320 1.41747
H34 4.00048 -3.91737 -0.38256
H35 2.62436 -4.75889 -0.99825

Computed properties:
* total charge: 0
* HOMO-LUMO gap: 0.2771 Ha
* calculated total energy: -56165.175 eV
* multiplicity: 1

=====

Record 2
C61H51AuN7O2S4 | ωB97M-V with the def2-TZVPD basis set

CARTESIAN COORDINATES (ANGSTROEM)
Au1 -1.12313 -0.30850 -1.04908
N1 -0.13648 0.13086 0.58826
S1 -0.34031 -0.44354 1.94249
N2 0.98889 -0.29146 2.78752
S2 2.15048 -1.18780 2.16356
N3 2.17054 -1.57095 0.70034
S3 1.78567 -1.14783 -0.80827
N4 0.44557 -1.49396 -1.42415
C1 2.94915 -2.12818 -1.76379
C2 4.04398 -2.72511 -1.15194
C3 4.97217 -3.38087 -1.94847
C4 4.79824 -3.41783 -3.32412
C5 3.68244 -2.83249 -3.91032
C6 2.73720 -2.18351 -3.13326
C7 2.32344 0.47708 -1.40171
C8 3.50128 1.03000 -0.94249
C9 3.90684 2.26122 -1.42932
C10 3.11273 2.93925 -2.34421
C11 1.93887 2.36350 -2.80799
C12 1.54581 1.11439 -2.34991
C13 2.13548 -2.66287 3.16327
C14 2.11333 -2.53824 4.54467
C15 2.10823 -3.69119 5.30854
C16 2.12399 -4.93815 4.69022
C17 2.13449 -5.04080 3.30662
C18 2.14112 -3.89236 2.52841
C19 3.60535 -0.34612 2.76420
C20 4.82732 -0.69730 2.20508
C21 5.96510 -0.01227 2.59288
C22 5.87206 1.01166 3.52764
C23 4.64449 1.35295 4.07936
C24 3.49794 0.66967 3.70348
C25 -0.75145 -2.19792 2.16991
C26 -1.00261 -2.59706 3.48421
C27 -1.17048 -3.94072 3.76510
C28 -1.08623 -4.87761 2.74102
C29 -0.83678 -4.47174 1.44121
C30 -0.66248 -3.12450 1.14519
C31 -1.60831 0.27892 2.95186
C32 -1.32591 0.87717 4.16887
C33 -2.37342 1.39360 4.91677
C34 -3.67430 1.31328 4.43781
C35 -3.93932 0.71153 3.21203
C36 -2.90414 0.18153 2.46221
H1 4.15508 -2.66692 -0.08023
H2 5.82965 -3.85987 -1.49461
H3 5.53444 -3.91121 -3.94554
H4 3.54246 -2.87578 -4.98199
H5 1.85060 -1.74512 -3.57808
H6 4.08769 0.49821 -0.22289
H7 4.84123 2.69094 -1.09119
H8 3.42085 3.90754 -2.71733
H9 1.31953 2.87151 -3.53572
H10 0.65837 0.64436 -2.74317
H11 2.09767 -1.55784 5.00513
H12 2.10028 -3.62193 6.38799
H13 2.13030 -5.83584 5.29469
H14 2.14612 -6.01405 2.83413
H15 2.14616 -3.93292 1.44644
H16 4.87156 -1.49518 1.47158
H17 6.92530 -0.27321 2.16802
H18 6.76184 1.54807 3.83059
H19 4.57842 2.15351 4.80364
H20 2.52766 0.93235 4.10009
H21 -1.06095 -1.86037 4.27533
H22 -1.36073 -4.25598 4.78279
H23 -1.21910 -5.92915 2.96289
H24 -0.77501 -5.20173 0.64362
H25 -0.46700 -2.80377 0.13604
H26 -0.30118 0.93258 4.51182
H27 -2.17144 1.86846 5.86794
H28 -4.48708 1.73204 5.01680
H29 -4.95368 0.65967 2.83931
H30 -3.09336 -0.29687 1.50544
C37 -0.96207 5.28344 -5.13825
C38 -1.07145 3.80279 -4.88891
C39 -0.33157 2.89167 -5.63973
C40 -0.43138 1.53081 -5.40048
C41 -1.28726 1.07534 -4.40497
C42 -2.05022 1.95811 -3.65972
C43 -1.92007 3.31813 -3.89530
S4 -1.46814 -0.67993 -4.31907
O1 -0.15609 -1.25921 -4.51161
O2 -2.49342 -1.03633 -5.25826
N5 -1.98678 -0.99774 -2.78797
C44 -2.37340 -2.31569 -2.49687
C45 -2.59194 -3.34107 -3.43081
C46 -2.89647 -4.60052 -2.96366
C47 -3.00661 -4.83449 -1.59821
C48 -2.79976 -3.76518 -0.75433
N6 -2.48977 -2.53893 -1.17859
H31 -0.47371 5.48758 -6.09000
H32 -0.37845 5.76322 -4.34871
H33 -1.94895 5.74628 -5.14478
H34 0.32121 3.25106 -6.42642
H35 0.13919 0.81670 -5.98148
H36 -2.74270 1.58428 -2.91765
H37 -2.50887 4.01603 -3.31378
H38 -2.51584 -3.13967 -4.48721
H39 -3.04814 -5.40804 -3.66891
H40 -3.24648 -5.81353 -1.20754
H41 -2.87726 -3.88083 0.32125
N7 -2.57000 0.97561 -0.74763
C49 -2.62351 2.15775 -0.31022
C50 -3.91483 2.90708 -0.49433
C51 -3.89353 4.25034 -0.86352
C52 -5.07833 4.91002 -1.16111
C53 -6.29045 4.24543 -1.04567
C54 -6.31749 2.91405 -0.65131
C55 -5.13248 2.23970 -0.40010
C56 -1.52757 2.93853 0.36484
C57 -0.26801 3.05675 -0.20978
C58 0.74239 3.73526 0.45428
C59 0.49981 4.30091 1.69945
C60 -0.76667 4.21466 2.26263
C61 -1.78017 3.54027 1.59453
H42 -2.94418 4.76707 -0.94377
H43 -5.05352 5.94287 -1.48562
H44 -7.21440 4.76113 -1.27519
H45 -7.26278 2.39565 -0.55066
H46 -5.12795 1.18734 -0.14415
H47 -0.08421 2.61963 -1.18217
H48 1.72369 3.81652 -0.00096
H49 1.29436 4.81727 2.22495
H50 -0.96861 4.66777 3.22560
H51 -2.76773 3.45679 2.03458

Computed properties:
* total charge: +1
* HOMO-LUMO gap: 0.2488 Ha
* calculated total energy: -125629.078 eV
* multiplicity: 1

=====

Record 3
C4H10O | ωB97M-V with the def2-TZVPD basis set

CARTESIAN COORDINATES (ANGSTROEM)
O1 1.89902 -0.99016 1.03660
C1 2.69888 -0.10235 1.07896
H1 2.80301 0.69928 1.82656
H2 3.47367 -0.11056 0.31832
C2 0.02430 0.75723 -0.59557
C3 -1.41737 0.31669 -0.85338
C4 -1.68197 -0.92773 -0.01333
H3 0.69472 -0.11465 -0.88742
H4 0.22725 1.75676 -0.95587
H5 0.18032 0.97333 0.49245
H6 -1.98132 1.17694 -0.35271
H7 -1.55682 0.26401 -1.95398
H8 -2.64510 -1.36850 -0.25386
H9 -1.79141 -0.66722 1.11665
H10 -0.92719 -1.66305 -0.00342

Computed properties:
* total charge: 0
* SMILES string: C=O.CCC
* HOMO-LUMO gap: 0.4056 Ha
* calculated total energy: -6356.000 eV
* relative energy (zero: lowest compared OMol25 entry of this formula, charge and spin): 174.0 kJ/mol
* multiplicity: 1

=====

Record 4
C15H24O2 | ωB97M-V with the def2-TZVPD basis set

CARTESIAN COORDINATES (ANGSTROEM)
O1 4.03096 0.85883 -2.91126
O2 -5.05723 0.10377 0.65290
C1 -2.86739 1.24698 -1.01607
C2 -2.07889 1.70003 0.04097
C3 3.97425 0.00794 -0.61995
C4 2.72478 0.63279 -0.50327
C5 4.52534 -1.04870 0.29434
C6 4.76941 0.18617 -1.89398
C7 -4.87343 -0.23646 -0.70228
C8 1.76438 0.48812 0.64994
C9 -3.38433 -0.18133 -1.15271
C10 -2.47429 -1.18010 -0.40714
C11 -0.20803 -0.40428 2.78690
C12 0.43339 -0.20169 0.20131
C13 -1.83206 0.81266 1.23827
C14 -2.12434 -0.69419 1.01460
C15 -0.67860 -0.16905 1.29026
H1 4.58816 0.99621 -3.73062
H2 -4.48541 0.84966 0.86397
H3 -3.05796 1.91057 -1.86322
H4 -1.69852 2.70588 -0.00574
H5 2.40285 1.30916 -1.30805
H6 5.61489 -0.92429 0.37943
H7 4.13714 -0.95730 1.31019
H8 4.35895 -2.05279 -0.06306
H9 5.03202 -0.81612 -2.28543
H10 5.70913 0.70800 -1.68480
H11 -5.28751 -1.21897 -0.87461
H12 -5.46044 0.47528 -1.27144
H13 2.20152 -0.12566 1.42646
H14 1.56217 1.44788 1.07782
H15 -3.38007 -0.45523 -2.21356
H16 -1.58419 -1.31063 -0.98642
H17 -2.99944 -2.14884 -0.36216
H18 -1.05757 -0.43474 3.48331
H19 0.39773 -1.34076 2.81581
H20 0.41558 0.45294 3.12934
H21 0.07922 0.30067 -0.70944
H22 0.64948 -1.21818 -0.09843
H23 -2.20668 1.14787 2.17757
H24 -2.57500 -1.22209 1.83028

Computed properties:
* total charge: 0
* SMILES string: C/C(=C\CC[C@]1(C)[C@@H]2C[C@@H](CO)C=C[C@@H]21)CO
* HOMO-LUMO gap: 0.3455 Ha
* calculated total energy: -20036.957 eV
* relative energy (zero: lowest compared OMol25 entry of this formula, charge and spin): 276.0 kJ/mol
* multiplicity: 1

=====

| no. | molecular weight (g mol⁻¹) |
| --- | --- |
| 1 | 697.60 |
| 2 | 1239.36 |
| 3 | 74.12 |
| 4 | 236.35 |